Record 1
54
Properties=species:S:1:pos:R:3:lowdin_spin:R:1 method="wB97M-V/def2-TZVPD" charge=+1 multiplicity=9 homo_lumo_gap_ha="0.1661 / 0.0786" s_squared=20.011 lumo_energy_ev="-4.1 / -10.2"
Cr 2.2453 1.9293 1.1497 5.817
B -0.4421 0.2141 -2.8328 0.015
F -1.6712 0.2319 -2.1779 0.223
F 0.4886 0.6199 -1.9730 0.247
F -0.1508 -1.0623 -3.1562 0.210
F -0.3945 1.0188 -3.9355 0.184
C 4.9266 -3.3971 -0.5326 0.007
O 5.3318 -3.5703 0.8328 0.056
C 4.7897 -2.6795 1.6520 0.039
O 4.0088 -1.7541 1.3277 0.857
O 5.2318 -2.9146 2.9132 0.110
C 4.6194 -2.2732 3.9759 0.008
H 3.8587 -3.3727 -0.7498 0.003
H 5.1910 -4.2341 -1.1788 0.000
H 5.4106 -2.4910 -0.8970 0.001
H 4.9379 -2.8320 4.8559 0.003
H 3.5341 -2.1772 4.0080 0.003
H 4.9404 -1.2442 4.1385 0.003
C 0.8428 6.8694 -2.1117 0.000
O -0.4941 6.7368 -1.6580 0.012
C -0.7523 5.9327 -0.6238 0.003
O 0.0831 5.2983 0.0870 0.156
O -2.0620 5.9784 -0.3565 0.016
C -2.6019 5.1048 0.6116 0.000
H 0.7201 7.6008 -2.9105 0.000
H 1.2576 5.9202 -2.4510 0.000
H 1.3708 7.4009 -1.3200 0.000
H -2.4981 5.5465 1.6026 0.000
H -2.1464 4.1155 0.5678 0.000
H -3.6239 4.8288 0.3517 0.000
C -1.3836 0.2242 5.8910 0.000
O -1.7047 -1.0148 5.2257 0.000
C -1.4950 -1.1626 3.8782 0.001
O -0.9026 -0.3540 3.1997 0.022
O -1.9213 -2.3970 3.5452 0.000
C -1.3884 -3.0253 2.4090 0.000
H -0.6721 0.8455 5.3471 0.000
H -0.8089 -0.0429 6.7778 0.000
H -2.2088 0.9159 6.0603 0.000
H -1.6770 -4.0723 2.5024 0.000
H -0.3533 -2.8637 2.1080 0.000
H -1.8488 -2.6445 1.4974 0.000
C -7.1813 -0.6977 -0.9849 0.000
C -8.5577 -0.4233 -0.4577 0.000
N -9.6588 -0.3138 -0.0720 0.000
H -7.1590 -0.6581 -2.0740 0.000
H -6.8073 -1.6476 -0.6030 0.000
H -6.5519 0.0951 -0.5806 0.000
C 2.1092 -3.6910 -7.2592 0.000
C 3.5336 -3.8122 -6.9605 0.000
N 4.6684 -3.8384 -6.7441 0.000
H 1.7650 -2.7280 -6.8820 0.000
H 1.4632 -4.3935 -6.7327 0.000
H 1.7894 -3.6451 -8.3002 0.000

Record 2
43
Properties=species:S:1:pos:R:3:mulliken_charge:R:1 method="wB97M-V/def2-TZVPD" charge=+3 homo_lumo_gap_ha="0.2541 / 0.2542" relative_energy_kcal_mol=0.00 lumo_energy_ev="-12.0 / -12.0"
W -1.6188 -0.6143 -0.0198 0.802
C 0.5247 -1.3121 -2.9729 -1.003
Si 0.3755 -1.5135 -1.1545 0.020
C 1.6719 -2.5201 -0.3505 -1.041
C -1.3514 -2.6525 0.4919 -1.389
C -0.0034 0.3703 0.1565 0.584
C 0.0979 0.1548 1.6608 0.252
C 1.0967 0.4855 2.5396 -0.465
C 0.8942 0.1626 3.8914 -0.615
C -0.2686 -0.4640 4.2938 -0.681
C -1.2295 -0.7904 3.3382 -0.284
N -1.0271 -0.4739 2.0660 -0.044
Si 1.0521 1.8090 -0.7743 0.183
C 2.7092 1.0348 -1.0935 -0.925
C 0.0771 2.2289 -2.3106 -0.965
C 1.0585 3.1953 0.4485 -1.072
H 0.0205 -2.1723 -3.4359 0.513
H 1.5724 -1.3704 -3.2770 0.461
H 0.0792 -0.4036 -3.3737 0.342
H 1.4929 -3.5786 -0.5772 0.440
H 1.7093 -2.4069 0.7327 0.351
H 2.6456 -2.2710 -0.7802 0.475
H -1.4979 -3.4385 -0.2518 0.509
H -2.3183 -2.5909 1.0561 0.428
H -0.5952 -2.9482 1.2150 0.478
H 2.0048 0.9694 2.2105 0.466
H 1.6585 0.4078 4.6181 0.510
H -0.4454 -0.7089 5.3319 0.481
H -2.1530 -1.2922 3.5994 0.508
H 2.6981 0.2434 -1.8461 0.265
H 3.1861 0.6540 -0.1887 0.370
H 3.3637 1.8167 -1.4932 0.465
H 0.7013 2.1751 -3.2049 0.390
H -0.2850 3.2566 -2.2372 0.391
H -0.7945 1.5922 -2.4814 0.210
H 1.6909 3.0308 1.3195 0.363
H 0.0542 3.4603 0.7849 0.355
H 1.4574 4.0699 -0.0767 0.421
Br -2.8915 -0.7303 -2.2622 0.068
C -4.2597 0.5576 -1.6894 -0.550
Br -3.6829 1.1248 0.0862 0.038
H -5.2159 0.0478 -1.6213 0.474
H -4.2542 1.4052 -2.3679 0.423

Record 3
43
Properties=species:S:1:pos:R:3:lowdin_spin:R:1 method="wB97M-V/def2-TZVPD" charge=+1 multiplicity=2 homo_lumo_gap_ha="0.2972 / 0.3156" s_squared=0.817 relative_energy_kcal_mol=0.00 lumo_energy_ev="-2.8 / -2.3"
Co -0.2779 -0.0702 0.7716 1.018
S -0.2152 -0.9155 2.9079 -0.042
C 1.2389 -1.5517 2.1791 -0.002
C 2.2281 -2.3792 2.7000 -0.001
C 3.2830 -2.7273 1.8777 0.001
C 3.3462 -2.2598 0.5648 0.000
C 2.3337 -1.4419 0.1130 -0.002
N 1.3190 -1.1086 0.9133 -0.017
H 2.1561 -2.7291 3.7196 -0.001
H 4.0685 -3.3687 2.2555 0.000
H 4.1664 -2.5250 -0.0855 0.000
H 2.3181 -1.0290 -0.8880 0.000
C -1.6248 -1.8882 -1.5411 0.002
O -1.5528 -1.5535 -0.1555 0.025
C -2.8239 -1.3493 0.4669 0.000
C -3.1914 0.1162 0.4055 0.000
O -2.0672 0.8605 0.8908 -0.003
C -2.2782 2.2710 0.9017 0.000
H -2.0666 -2.8779 -1.6621 0.001
H -0.6043 -1.9019 -1.9177 0.000
H -2.2133 -1.1592 -2.1048 0.000
H -2.7117 -1.6701 1.5012 0.000
H -3.5874 -1.9562 -0.0226 0.000
H -4.0597 0.3252 1.0338 0.000
H -3.4104 0.4368 -0.6196 0.000
H -3.1114 2.5134 1.5616 0.000
H -2.4887 2.6338 -0.1076 0.000
H -1.3706 2.7325 1.2823 0.000
C 1.7931 2.1766 0.9904 0.008
C 1.2295 2.3346 -0.4023 0.002
O 0.3457 1.2350 -0.6895 0.004
C -0.2556 1.2827 -1.9933 0.000
C 0.6538 0.7259 -3.0682 0.000
H 2.3654 3.0639 1.2579 0.001
H 2.4579 1.3162 1.0494 0.000
H 0.9978 2.0576 1.7326 0.004
H 2.0310 2.3534 -1.1429 0.000
H 0.6509 3.2582 -0.4994 0.000
H -0.5406 2.3163 -2.2083 0.000
H -1.1690 0.6929 -1.9163 0.000
H 1.6289 1.2120 -3.0586 0.000
H 0.2111 0.8954 -4.0499 0.000
H 0.7973 -0.3481 -2.9432 0.000

Record 4
53
Properties=species:S:1:pos:R:3:mulliken_charge:R:1 method="wB97M-V/def2-TZVPD" charge=+1 homo_lumo_gap_ha=0.3196 lumo_energy_ev=-3.0
O 3.2005 1.1566 1.7671 -0.582
O 7.7908 -0.1996 -0.1056 -0.563
O -2.9626 1.5179 -0.5609 -0.700
O -5.0745 -0.8484 2.6497 -0.669
F 3.9039 3.3310 -1.6181 -0.247
F 3.3208 1.4914 -2.7133 -0.252
F 1.9435 2.4060 -1.2541 -0.218
N 5.2040 1.1326 -0.4356 -0.461
O 2.1253 -0.2016 0.3215 -0.307
C 3.0249 0.7660 0.6242 0.545
C 7.1659 0.4300 0.7245 0.426
C -2.2376 1.7808 0.3895 0.970
C -4.4692 -0.1076 1.8851 0.203
C 3.8918 1.3065 -0.4339 0.084
C 0.1448 -2.6346 -2.5840 0.897
N 7.8633 0.9402 1.7764 -0.424
N 1.0821 -2.8734 -1.7090 -0.283
N 5.7989 0.5772 0.6654 0.038
N -5.0951 0.7764 1.1051 -0.072
N -1.1394 -2.5903 -2.2602 -0.095
N -2.1690 1.0376 1.5030 -0.110
N 0.5231 -2.4370 -3.8154 -0.390
C -1.3454 2.9988 0.3343 -1.371
C 3.2530 2.1393 -1.5189 0.838
C -6.5414 0.9944 1.0856 -0.998
C -1.7355 -2.7550 -0.9146 -1.166
C -2.2741 -1.4234 -0.3696 0.116
C -2.3988 -1.4564 1.1644 -1.091
C -2.9327 -0.1860 1.8693 0.135
H 1.7305 -0.4153 1.1825 0.327
H 8.8706 0.8719 1.6574 0.263
H 7.4957 1.7896 2.1913 0.235
H 2.0481 -2.8810 -1.9801 0.199
H 0.8231 -3.0417 -0.7560 0.132
H 5.3533 0.7678 1.5635 0.280
H -4.5242 1.2971 0.4506 0.126
H -1.7865 -2.3954 -3.0069 0.230
H -1.5527 1.4026 2.2141 0.284
H -0.1571 -2.2410 -4.5290 0.190
H 1.4971 -2.4663 -4.0571 0.194
H -1.6626 3.7162 1.0897 0.370
H -0.3108 2.7101 0.5088 0.220
H -1.4275 3.4557 -0.6521 0.377
H -6.8603 1.4402 2.0298 0.296
H -7.0594 0.0417 0.9574 0.320
H -6.8124 1.6622 0.2662 0.365
H -2.5585 -3.4717 -0.9629 0.297
H -0.9965 -3.1536 -0.2189 0.394
H -3.2432 -1.2070 -0.8212 0.315
H -1.5645 -0.6431 -0.6429 0.168
H -3.0324 -2.3000 1.4454 0.386
H -1.4057 -1.6550 1.5707 0.397
H -2.7252 -0.3533 2.9277 0.380

Record 5
46
Properties=species:S:1:pos:R:3:mulliken_charge:R:1 method="wB97M-V/def2-TZVPD" charge=+1 homo_lumo_gap_ha=0.2737 relative_energy_kcal_mol=6.08 lumo_energy_ev=-2.6
Sn -0.7584 -0.9481 -0.4447 0.790
C -0.2348 3.3679 -3.2578 -1.225
N -1.5056 3.1243 -2.5962 0.171
C -2.6437 3.9190 -3.0154 -1.185
C -1.5926 2.1923 -1.6218 0.505
N -0.6691 1.3347 -1.3375 -0.535
N -2.7651 2.2245 -0.8844 -0.126
C -3.1194 1.4600 0.1961 0.481
N -4.1166 1.9849 0.9446 -0.397
N -2.6082 0.3058 0.4390 -0.336
H -0.2721 4.3306 -3.7614 0.403
H -0.0177 2.6026 -4.0067 0.340
H 0.5740 3.3988 -2.5256 0.457
H -2.4424 4.3102 -4.0093 0.411
H -2.8244 4.7680 -2.3447 0.333
H -3.5444 3.3076 -3.0884 0.442
H 0.1624 1.4380 -1.9081 0.119
H -3.3503 3.0309 -1.0441 0.183
H -4.3949 2.9479 0.8664 0.193
H -4.3746 1.5239 1.7999 0.217
H -2.9838 -0.1076 1.2857 0.086
C -1.9882 -1.5110 3.0188 -1.265
Si -0.2855 -2.3336 2.7984 -0.003
C 0.7111 -1.7762 4.3214 -1.028
C -0.7007 -4.1992 2.7064 -1.066
N 0.4083 -1.7238 1.2940 -0.168
C 1.7567 -1.9410 1.0768 0.119
C 2.5146 -2.8936 1.7694 0.251
C 3.8723 -3.0383 1.5722 -1.111
C 4.5513 -2.2514 0.6574 -0.442
C 3.8334 -1.3270 -0.0833 -0.847
C 2.4819 -1.2050 0.1357 0.762
F 1.7784 -0.2999 -0.6615 -0.158
H -2.4197 -1.8070 3.9685 0.429
H -2.6719 -1.8285 2.2348 0.314
H -1.8984 -0.4297 3.0194 0.267
H 0.1922 -2.0612 5.2300 0.369
H 0.8108 -0.6948 4.3289 0.309
H 1.7087 -2.1949 4.3634 0.388
H -1.3369 -4.4820 3.5399 0.354
H 0.1722 -4.8429 2.7268 0.387
H -1.2487 -4.4192 1.7918 0.310
H 2.0201 -3.5365 2.4760 0.280
H 4.4075 -3.7747 2.1527 0.404
H 5.6147 -2.3596 0.5199 0.389
H 4.3131 -0.7107 -0.8269 0.427

Record 6
43
Properties=species:S:1:pos:R:3:mulliken_charge:R:1 method="wB97M-V/def2-TZVPD" homo_lumo_gap_ha=0.3422 lumo_energy_ev=-0.1
C -2.8209 -0.4757 -3.9675 -0.967
C -1.9040 -1.8324 -3.7954 -0.381
C -0.3303 -1.3375 -3.5293 -0.397
C 0.0394 -1.8777 -2.0049 -0.629
C 1.5780 -1.4329 -1.5274 -0.225
C 1.9113 -2.1694 -0.0806 -0.725
C 2.3508 -1.1351 1.1128 -0.922
C 1.1821 -0.0937 1.5989 1.155
F -0.0970 -0.1915 0.8593 -0.344
C 0.8777 -0.3554 3.2202 -0.890
N -0.2726 0.4682 3.7557 -0.229
C -1.2782 -0.4084 4.5017 -0.706
O 1.7973 1.2723 1.5508 -0.353
C 1.0372 2.1586 0.6560 0.463
O 1.2843 2.2349 -0.6668 -0.543
C -0.1500 3.1823 1.2182 -0.373
C 0.2010 4.6802 0.5712 0.498
O 1.4566 5.1240 0.7054 -0.518
O -0.8551 5.4641 -0.1098 -0.456
H -2.8412 0.0847 -2.9375 0.205
H -3.9027 -0.6718 -4.3905 0.311
H -2.2867 0.2335 -4.7496 0.271
H -1.9680 -2.4909 -4.7819 0.295
H -2.2866 -2.4556 -2.8608 0.256
H -0.3476 -0.1636 -3.5511 0.231
H 0.4104 -1.7671 -4.3389 0.274
H -0.7973 -1.4172 -1.2932 0.122
H -0.1154 -3.0480 -1.9558 0.297
H 1.6617 -0.2650 -1.3831 0.034
H 2.3169 -1.7208 -2.3878 0.445
H 2.8664 -2.8528 -0.2941 0.310
H 1.0612 -2.9434 0.2400 0.334
H 2.6154 -1.8098 2.0600 0.327
H 3.3402 -0.5571 0.8501 0.299
H 0.8093 -1.5044 3.4305 0.340
H 1.8612 0.0373 3.7712 0.218
H -0.7657 1.0150 3.0160 0.240
H -2.3862 0.0009 4.4326 0.281
H -1.2655 -1.5304 4.0986 0.247
H -1.0302 -0.4562 5.6657 0.230
H -1.2036 2.8321 0.8414 0.315
H -0.0368 3.2300 2.3825 0.296
H -1.7169 4.9460 0.0670 0.362